Entry 1:
A cluster of 2 separate species, CN2O2 in total, computed with the ωB97M-V functional and the def2-TZVPD basis.

* HOMO energy: -0.4632 Ha
* structure (SMILES): O=C=O.N#N
* relative energy (zero: lowest compared OMol25 entry of this formula, charge and spin): 83.68 kJ/mol

Geometry (Å):
O -0.5456 0.0983 -0.5200
O -0.3075 -2.1856 -0.3949
N 0.1504 1.4996 0.7922
N 1.2116 1.6440 0.5502
C -0.5090 -1.0564 -0.4275

Entry 2:
A structure of composition C37H45N6O3S2V, computed with the ωB97M-V functional and the def2-TZVPD basis.

* 2S+1: 3
* HOMO energy (spin up / spin down): -0.2378 / -0.2378 Ha
* relative energy (zero: lowest compared OMol25 entry of this formula, charge and spin): 0.00 kJ/mol

Geometry (Å):
V 13.0348 9.6902 12.1553
S 13.6271 9.6820 9.7876
S 10.7266 10.4704 11.5893
O 18.9002 13.9523 8.5964
O 17.0909 15.0752 8.0284
O 13.1887 16.8232 13.7535
N 10.4479 19.0272 16.9295
N 9.1132 11.9066 13.2085
N 12.0317 14.8969 16.3972
N 11.8568 18.7224 13.6479
N 10.5259 13.2655 12.1206
N 10.8559 13.4451 9.7627
C 10.9197 13.9737 10.9588
C 11.4766 15.2562 11.1545
C 13.2095 11.9515 15.9642
C 11.0494 14.2274 8.6930
C 13.5697 6.0454 11.3831
C 16.6751 12.9159 8.9174
C 11.5710 16.0916 10.0510
C 12.0063 16.0316 16.1104
C 14.4961 9.7108 13.7266
C 8.3091 10.7174 13.5948
C 15.7570 10.5612 13.7513
C 15.2844 13.2592 9.0410
C 11.0363 18.1951 16.3703
C 11.7780 17.2818 15.6111
C 16.4452 10.7436 15.1228
C 12.7298 6.4748 12.6005
C 10.1142 11.9107 12.2581
C 12.4526 8.7385 13.9039
C 14.4067 12.2600 9.3219
C 16.8236 9.7739 12.8458
C 13.7576 9.6257 16.8178
C 8.9508 13.1888 13.7700
C 16.1385 10.6144 9.3935
C 9.8524 14.0138 13.1409
C 13.2658 9.8054 14.4553
C 14.4767 8.4560 12.9757
C 11.5013 10.1838 16.1429
C 13.2000 7.8174 13.0645
C 12.9398 5.4285 13.7161
C 11.2643 6.4888 12.1591
C 12.9542 10.4090 15.8188
C 17.0765 11.6081 9.1901
C 14.7925 10.9387 9.5262
C 11.3756 15.5971 8.7781
C 17.5580 14.0346 8.4926
C 12.3022 17.5707 14.2479
C 15.4521 12.0123 13.1566
H 13.3409 12.3674 9.2389
H 15.1987 11.9302 12.0931
H 11.0547 13.7336 7.7425
H 10.0813 15.0522 13.2301
H 11.8140 15.6131 12.1109
H 12.2822 5.7130 14.5787
H 8.3650 10.6473 14.6586
H 8.2650 13.3436 14.6585
H 13.3295 9.7237 17.8003
H 12.2945 12.5253 16.1889
H 15.7552 11.1355 15.8766
H 10.8635 10.6182 15.3359
H 11.7685 18.6395 12.6694
H 10.9091 5.4317 11.9697
H 13.2293 5.0841 10.9866
H 11.3422 16.2114 7.8437
H 13.9541 5.3593 14.0190
H 8.7385 9.8409 13.1451
H 11.3574 9.0545 16.1822
H 13.9715 12.3432 16.6659
H 12.6297 4.4510 13.3041
H 11.4113 8.6327 14.1219
H 11.1983 10.7054 17.1173
H 10.5114 6.9489 12.8979
H 16.3903 9.5620 9.4677
H 11.9141 17.1308 10.2012
H 7.2693 10.7482 13.3105
H 17.0495 8.8739 13.4187
H 13.6340 8.5599 16.5535
H 16.3184 12.6493 13.2210
H 16.8868 9.7972 15.4554
H 14.6267 12.5369 13.6031
H 17.7473 10.4236 12.7807
H 19.3033 13.0882 8.8237
H 11.1671 7.0597 11.2488
H 15.3261 8.1765 12.3818
H 17.2357 11.4966 14.9759
H 14.8304 9.8128 16.7634
H 16.4939 9.5904 11.8489
H 18.1200 11.2851 9.1477
H 14.6423 5.9539 11.5858
H 13.3172 6.8284 10.6610
H 14.9502 14.2528 8.8350
H 13.4801 12.3960 14.9621
H 11.2210 19.2899 14.2689

Entry 3:
A structure of composition C9H6Br2O2S, computed with the ωB97M-V functional and the def2-TZVPD basis.

* HOMO energy: -0.3467 Ha

Geometry (Å):
Br -1.8588 -3.3561 -0.9670
Br 1.1520 -2.6959 -0.1131
S 0.4808 -1.6649 -3.3586
O -1.6007 -1.6016 1.6227
O 0.5283 0.1208 -1.5743
C -0.2146 0.7067 2.0383
C 0.9266 1.9638 -0.1404
C 1.0221 2.5750 1.0758
C -0.3221 -0.9250 -1.8395
C -0.2484 0.1671 0.7990
C 0.4616 1.9194 2.1732
C 0.4432 0.7033 -0.3342
C -0.6373 -1.9535 -0.5203
C -0.9915 -1.0822 0.6911
H -1.3209 -0.7766 -2.1457
H -0.6528 0.3598 3.0042
H 1.5067 3.4952 1.0085
H 1.3503 2.3932 -1.0205
H 0.4842 2.2351 3.2413
H -0.5089 -2.5837 -3.6405

Entry 4:
A structure of composition C28H44AlCl4F3IN2Na2O8P2, computed with the ωB97M-V functional and the def2-TZVPD basis.

* net charge: +3
* HOMO energy: -0.5318 Ha

Geometry (Å):
I 1.1254 1.8456 3.0590
Cl -0.2321 6.0500 -5.1544
Cl -0.3218 -5.2560 1.3978
Cl -1.3722 3.3760 -5.4079
Cl 1.4097 3.6953 -4.5691
P 4.9046 0.9508 0.3226
P 3.8785 -0.3070 2.0716
Al 1.8356 -4.5328 -0.4358
Na 2.5586 1.5462 -1.4470
Na -2.0700 1.1169 -7.2533
F -3.1594 1.4057 -5.5670
F 2.9399 -3.2221 2.4714
F -2.0337 5.3984 -1.8700
O 6.5928 -8.9719 1.2446
O 3.0561 -1.1562 3.2712
O 2.9523 -1.2171 0.8045
O 1.3475 -2.8523 0.6834
O -0.9184 -0.2049 2.9178
O 4.1875 -4.9849 0.6609
O 2.1328 -5.9219 1.6184
O 4.3577 -10.0702 2.1031
N -4.1790 0.9028 -1.3172
N 4.0844 2.2392 -0.1723
C 4.2817 -8.9052 1.8186
C -3.8430 6.7002 0.9886
C 0.6154 -0.6084 1.1701
C -6.7432 0.7860 -1.5195
C 0.0763 0.1215 2.3835
C -0.2335 4.4144 -4.5533
C 2.1660 -2.0706 2.7970
C 3.0539 -8.1060 1.9351
C 5.4568 -1.4236 1.9494
C -3.2592 5.7984 0.1097
C 4.3551 -6.1710 1.0305
C -3.1561 1.4246 -0.3097
C -5.5241 1.5328 -1.0122
C 1.7662 -1.6089 1.3681
C -3.1162 8.5244 -0.3968
C 3.1264 -6.8311 1.5796
C -3.6630 1.3397 -2.6931
C -2.6117 6.2896 -1.0019
C -6.9167 0.7327 -3.0395
C -2.5997 2.3734 -2.4016
C 5.5438 -8.2167 1.3069
C -1.9443 1.8544 -1.1279
C -3.7735 8.0612 0.7347
C -2.5221 7.6334 -1.2783
C 5.5514 -6.9081 0.9292
C 1.1467 -2.5587 3.7695
C -4.2222 -0.5777 -1.2296
C 6.2450 -1.2760 3.2265
H 2.5573 -5.0924 1.3569
H -3.2054 -0.9492 -1.3287
H -7.6026 1.3027 -1.0903
H 0.7304 -1.7268 4.3220
H 0.9196 0.1473 0.4561
H 2.1583 -8.5778 2.3152
H 5.1900 0.0586 -0.7205
H -1.3478 2.6150 -0.6223
H 0.3681 -3.1217 3.2808
H -2.9627 0.6459 0.4242
H -6.7779 -0.2199 -1.0986
H 6.0872 -1.1331 1.1153
H -3.5950 2.2840 0.1878
H -0.5313 4.4329 -3.5133
H -1.9087 2.4784 -3.2240
H -3.2497 0.4649 -3.1860
H -4.8307 -0.9698 -2.0377
H -2.0010 7.9732 -2.1631
H -4.3523 6.3388 1.8709
H -3.0556 3.3459 -2.2234
H 6.3519 -9.8704 1.5558
H -6.0999 0.2126 -3.5435
H 6.1456 1.3004 0.8600
H -1.2949 0.9986 -1.3575
H -3.3060 4.7298 0.2842
H 6.4352 -6.4194 0.5445
H 2.8957 0.7594 1.9311
H 7.0342 -2.0199 3.1912
H 5.6285 -1.4592 4.0956
H 1.6761 -3.1613 4.4933
H 6.6870 -0.2922 3.3019
H -5.5842 1.5998 0.0741
H -6.9921 1.7338 -3.4644
H -3.0658 9.5847 -0.5974
H -4.4825 1.7259 -3.2850
H -7.8327 0.2005 -3.2859
H 5.1491 -2.4470 1.7733
H 4.5057 0.5449 3.0224
H -0.2385 -1.1345 0.7659
H 4.6850 3.0352 0.0160
H 1.1282 -2.5120 -0.2037
H -5.4822 2.5466 -1.4102
H -4.6340 -0.8683 -0.2665
H -4.2319 8.7612 1.4177

Entry 5:
A structure of composition C36H45F6MoN2O6S2Se, computed with the ωB97M-V functional and the def2-TZVPD basis.

* net charge: +1
* HOMO energy: -0.4207 Ha
* relative energy (zero: lowest compared OMol25 entry of this formula, charge and spin): 105.76 kJ/mol

Geometry (Å):
Mo -0.0407 1.1748 1.4530
Se 1.9598 0.6297 -0.4313
S -1.1158 4.2951 4.6639
S -1.9924 2.5811 2.8673
F -4.2299 3.7931 3.5758
F -0.8016 5.3599 6.9773
F -3.5356 4.2714 1.5729
F -2.7997 4.5954 6.6173
F -4.4344 2.3483 1.9949
F -1.1686 3.2230 7.0334
O -0.6178 1.8353 -0.1830
O -2.0881 1.1483 2.4588
O 0.3055 4.3752 4.5462
O -1.9388 5.2575 3.9860
O 0.0699 -0.6122 1.3149
O -1.0400 3.1946 1.9145
N -1.6814 2.7624 4.3584
N 0.8764 1.4318 2.9069
C -0.3432 -3.4222 2.1888
C -0.4262 1.6364 -1.5275
C 0.3010 -2.8313 3.4560
C -3.4859 3.0692 -3.3917
C 2.6535 -4.5613 -1.8243
C 0.7470 0.9918 -1.8736
C 1.0776 0.9862 5.2378
C 1.6150 -1.2602 -0.2940
C 1.1561 -3.8956 0.1499
C 1.5720 1.6292 4.0936
C 2.0684 -4.3472 -3.2330
C -1.3378 2.0253 -2.5105
C 0.2641 1.5752 -6.5781
C 1.6657 1.2369 6.4611
C -2.6055 2.8151 -2.1673
C 2.3744 -6.0010 -1.3930
C 0.4965 -2.9857 0.9788
C -0.3669 -4.9439 2.3372
C 0.6956 -1.6516 0.6737
C 0.1092 0.8960 -4.1645
C -1.7916 -2.9256 2.0474
C 4.1765 -4.3535 -1.8787
C -3.6823 3.3300 2.4802
C -1.0269 1.6313 -3.8068
C -3.4412 2.0225 -1.1489
C 1.5587 -0.4021 -5.7881
C 3.2507 2.7220 5.4019
C -1.5066 4.3741 6.4567
C 0.2673 0.3942 -5.5984
C 2.0152 -3.5374 -0.8878
C 2.2847 -2.1807 -1.0647
C 2.7572 2.0994 6.5426
C 1.0348 0.6178 -3.1719
C 2.6583 2.4986 4.1772
C -0.9168 -0.5373 -5.9118
C -2.1883 4.1657 -1.5665
H 2.8488 -6.6837 -2.0992
H -0.8089 -0.9459 -6.9197
H 0.3659 -1.7451 3.4173
H 1.9640 0.1056 -3.3883
H 1.6289 -0.7357 -6.8251
H 3.0110 2.9939 3.2808
H -2.3946 -3.3192 2.8685
H -1.5798 4.0431 -0.6710
H 2.5323 -5.0399 -3.9394
H -0.9247 -5.2030 3.2385
H -3.7042 1.0383 -1.5471
H 0.2125 0.3420 5.1442
H 3.0092 -1.8397 -1.7949
H 0.3827 1.2086 -7.6001
H 4.4426 -3.3941 -2.3297
H -2.9592 3.6250 -4.1726
H 1.2770 0.7617 7.3532
H -0.6730 2.1360 -6.5329
H -3.8612 2.1321 -3.8147
H 1.3115 -3.2265 3.5914
H 1.0854 2.2647 -6.3629
H 4.6150 -4.3964 -0.8774
H 4.6322 -5.1392 -2.4840
H 0.6414 -5.3528 2.4430
H -4.3681 2.5618 -0.9366
H -4.3467 3.6657 -3.0875
H -0.2917 -3.1074 4.3324
H -1.7176 1.9052 -4.5912
H -2.2287 -3.2772 1.1097
H -1.6239 4.7503 -2.2968
H 2.4478 0.2003 -5.5744
H -1.8634 -1.8439 2.0745
H 1.5740 -1.2951 -5.1538
H -2.9168 1.8759 -0.2094
H -0.8583 -5.4270 1.4876
H 2.7862 -6.2106 -0.4007
H 4.0873 3.4041 5.4721
H 2.2503 -3.3269 -3.5854
H 1.3045 -6.2253 -1.3875
H 3.2230 2.2846 7.5031
H 0.9911 -4.9476 0.3330
H -0.9512 -1.3717 -5.2062
H -3.0771 4.7395 -1.2876
H 0.9884 -4.5214 -3.2397
H -1.8716 -0.0084 -5.8626

Entry 6:
A cluster of 7 separate species, C21H54ClO19S5 in total, computed with the ωB97M-V functional and the def2-TZVPD basis.

* net charge: -1
* HOMO energy: -0.2270 Ha
* relative energy (zero: lowest compared OMol25 entry of this formula, charge and spin): 294.43 kJ/mol

Geometry (Å):
Cl -1.1637 -2.1620 -0.3416
S -9.0187 -1.8449 0.7340
S 1.4837 8.3678 2.2569
S -5.2384 -0.3958 8.5966
S 3.0682 -3.6576 -6.7478
S -3.3188 3.6479 -5.9191
O -1.6004 -3.2555 -1.1666
O -1.9518 4.0023 -6.3394
O -6.2229 -1.4471 8.8936
O 1.6925 -3.2339 -7.0333
O -3.8947 -0.4271 9.1107
O 2.8606 8.7967 1.9775
O 4.0807 -3.5366 -7.7988
O -8.8362 -0.9486 1.8685
O 1.4458 6.7990 2.0950
O 0.3661 8.9824 1.5580
O -10.0660 -1.5814 -0.2515
O -4.4332 4.3773 -6.4964
O -5.2823 -0.1750 6.9952
O -1.8617 -0.9871 -0.7180
O -9.0196 -3.3833 1.3014
O -1.5496 -2.4226 1.0403
O 2.9755 -5.3157 -6.2228
O -3.5497 2.0004 -6.2852
O 0.2615 -2.0239 -0.4364
C -6.0018 1.1898 9.0927
C 7.2549 -1.0161 0.3692
C 11.7852 -1.1056 0.1048
C 8.0663 0.2533 0.0069
C 0.5447 4.8720 0.9776
C 0.2149 6.0997 1.8762
C -4.7363 1.0911 5.0154
C 9.5637 0.2058 0.4022
C -8.2805 -3.6244 2.5420
C 12.6411 -1.9221 -0.8951
C -3.2716 -0.4022 -5.7987
C -7.8100 -5.0758 2.5378
C 1.0514 8.4792 4.0623
C 1.7876 -5.7872 -5.5870
C -3.4785 3.6098 -4.0862
C 2.1049 -6.1770 -4.1428
C 3.8003 -2.8748 -5.2432
C -7.3912 -1.8614 -0.1585
C -4.3878 0.7729 6.4716
C -2.5938 0.9990 -5.9633
C 10.3098 -0.9708 -0.2951
H -5.5963 1.7601 4.9858
H 12.8521 -1.3285 -1.7846
H -8.5998 -5.8250 2.5935
H -5.3002 2.0217 9.1551
H -7.1596 -0.8187 -0.3759
H 8.0869 0.4803 -1.0590
H 1.2135 -6.6850 -3.7747
H -3.9708 -0.4224 -4.9628
H 10.2273 -0.7415 -1.3575
H -7.6192 -2.3517 -1.1050
H -7.1351 -5.2605 3.3736
H -3.9668 1.6501 4.4829
H 12.1081 -2.7803 -1.3044
H 9.8151 -1.9344 -0.1727
H -3.5013 0.1434 6.3947
H -3.3160 4.6310 -3.7413
H 7.7859 -1.8448 -0.0992
H -8.9521 -3.5056 3.3922
H 6.3118 -1.1048 -0.1700
H 0.9879 5.1778 0.0299
H 2.9288 -6.8902 -4.1182
H 0.1029 7.9478 4.1398
H 12.3199 -0.1597 0.1908
H -4.8452 0.0963 4.5834
H 7.6095 1.1299 0.4664
H 11.8493 -1.5585 1.0942
H -0.3703 4.3888 0.6349
H -7.2327 -5.3116 1.6438
H -1.9482 0.8545 -6.8296
H -0.2417 5.7552 2.8041
H 2.2479 -5.2746 -3.5484
H -4.3321 1.6983 7.0450
H 1.0515 4.1099 1.5696
H 1.0068 9.5307 4.3457
H -6.2594 1.1345 10.1503
H -3.8566 -0.7490 -6.6505
H 4.8352 -3.2030 -5.1467
H 10.0919 1.1337 0.1827
H 1.3004 -6.6515 -6.0383
H 1.7760 7.9636 4.6927
H -2.4701 -1.1381 -5.7345
H 13.5684 -2.3175 -0.4805
H -6.9805 1.3532 8.6415
H 3.9184 -1.7928 -5.3011
H 3.2181 -3.1359 -4.3594
H 0.9891 -5.0464 -5.5458
H -2.7229 3.0283 -3.5581
H 7.2006 -1.2412 1.4343
H -2.0740 1.2341 -5.0346
H 9.6306 0.0337 1.4765
H -6.5833 -2.1877 0.4963
H -0.4673 6.7413 1.3184
H -7.4842 -2.9049 2.7322
H -4.4483 3.2363 -3.7574